--- 1 ---
ORCA calculation (ωB97M-V with the def2-TZVPD basis set) on a 3-piece molecular cluster, C6H15NO overall.

Atoms and positions in Å:
C (-1.07507, -0.11844, 0.26825)
C (1.12119, -0.21997, 0.21669)
C (0.93594, 1.15753, 0.33495)
C (-1.34851, -1.41205, -0.47162)
C (-1.79130, 1.05339, -0.37762)
C (1.70248, -0.83773, -1.01801)
N (-1.42686, -0.23518, 1.63318)
O (2.79850, 1.26238, 0.84587)
H (3.33325, 1.41030, 0.05209)
H (1.26426, -0.78314, 1.13424)
H (-1.01695, -1.03082, 2.10635)
H (-1.29335, 0.60576, 2.18038)
H (0.58881, 1.58216, 1.26566)
H (0.88612, 1.76238, -0.56300)
H (-2.42473, -1.63152, -0.46150)
H (-2.87331, 0.86464, -0.40027)
H (-1.04038, -1.34166, -1.51549)
H (-0.83903, -2.26480, -0.01671)
H (-1.65667, 1.98461, 0.17733)
H (-1.45259, 1.20492, -1.40311)
H (1.27189, -1.82203, -1.22175)
H (2.77432, -0.98697, -0.87022)
H (1.56200, -0.20378, -1.89567)

Calculated values
Spin multiplicity ... 1
E_LUMO ... 0.8 eV



--- 2 ---
ORCA calculation (ωB97M-V with the def2-TZVPD basis set) on C6H15NO as an isolated structure.

Atoms and positions in Å:
C (-0.27039, 0.50694, 1.87113)
C (-1.02179, 1.01408, 0.63129)
C (-0.82894, -1.32497, -2.48906)
C (1.12996, 0.00418, -2.30170)
C (1.13358, 1.11124, 1.93942)
C (-0.21539, -1.02272, 1.87924)
N (0.41646, -1.02590, -1.83794)
O (-0.43099, 0.63730, -0.57713)
H (-0.84079, 0.84404, 2.74566)
H (-2.05508, 0.63385, 0.64146)
H (-1.09810, 2.11289, 0.66140)
H (-0.64361, -2.18439, -3.14559)
H (0.85502, 0.45850, -3.26013)
H (-1.24008, -0.49422, -3.07374)
H (-1.55597, -1.63262, -1.73912)
H (0.59993, 0.86180, -1.32464)
H (2.20122, -0.06249, -2.12745)
H (1.72605, 0.79094, 1.08081)
H (0.30042, -1.38283, 0.98727)
H (1.64679, 0.79583, 2.84952)
H (1.09367, 2.20297, 1.95068)
H (-1.21949, -1.45282, 1.88089)
H (0.31752, -1.39162, 2.75773)

Calculated values
Spin multiplicity ... 1
E_LUMO ... -0.4 eV



--- 3 ---
ORCA calculation (ωB97M-V with the def2-TZVPD basis set) on one molecule with the formula C6H15NO.

Atoms and positions in Å:
C (-1.27133, -1.85487, -0.20460)
C (-0.18307, -2.71415, -0.84359)
O (1.14218, -2.21011, -0.64956)
N (-1.27239, -0.42502, -0.48204)
C (-0.80788, 0.41410, 0.59438)
C (0.56057, 1.10601, 0.41376)
C (0.64559, 1.88461, -0.91754)
C (0.87933, 1.97959, 1.62048)
H (-1.32632, -2.12041, 0.83089)
H (-2.18473, -2.26057, -0.66733)
H (-0.27657, -2.97742, -1.90813)
H (-0.18071, -3.68816, -0.34978)
H (1.27257, -1.33416, -1.03341)
H (-0.74754, -0.21118, -1.31511)
H (-0.74983, -0.13730, 1.54364)
H (-1.47514, 1.21021, 0.97209)
H (1.23234, 0.26276, 0.30537)
H (1.69458, 1.96274, -1.19866)
H (0.22891, 2.88417, -0.75647)
H (0.07758, 1.44905, -1.73520)
H (1.86090, 2.00360, 2.08358)
H (0.11608, 1.75248, 2.36373)
H (0.76490, 3.02403, 1.33350)

Calculated values
Spin multiplicity ... 1
E_LUMO ... 0.9 eV
SMILES ... CC(C)CNCCO



Which structure is the most stable? The one labeled 3.